Formula: C7H7Cl2NO2Si
Source: OMol25
Level of theory: the ωB97M-V functional and the def2-TZVPD basis

Results
Maximum force: 3.54 eV/A
Molar mass: 236.13 g mol⁻¹
Highest occupied orbital energy (spin up / spin down): -8.278 / -8.279 eV
SMILES: O=[N+]([O-])/[Si](Cl)=C/c1ccccc1.Cl
LUMO level (spin up / spin down): -0.0542 / -0.0542 hartree
DFT total energy: -1685.92496 Eh
Gap between HOMO and LUMO (spin up / spin down): 6.8 / 6.8 eV
ΔE to the lowest compared entry with this formula, charge and spin: 3.175 eV

```
! RIJCOSX wB97M-V def2-TZVPD def2/J DEFGRID3
* xyz 0 1
C 2.36402 0.13729 -0.67438
C 1.81671 -0.83237 0.20338
C 1.53858 1.21437 -1.11423
C 0.54170 -0.67827 0.73969
C 0.24568 1.34077 -0.63762
C -0.25162 0.38503 0.28656
C -1.65207 0.38947 0.68305
N -4.79084 0.97592 0.54103
O -5.08842 -0.04977 1.24535
O -5.65022 1.73934 0.04891
Si -2.95976 1.45940 0.16864
Cl -5.25580 -3.24197 -0.12192
Cl -3.25764 3.18510 -0.75016
H 3.45341 0.25657 -0.80261
H 2.50990 -1.54257 0.66885
H 1.73442 2.13052 -1.56208
H 0.04276 -1.61635 1.14909
H -0.37578 2.15896 -1.00599
H -5.52211 -2.14804 0.57866
H -1.91728 -0.40840 1.39908
*
```

***

Formula: C7H7Cl6N
Source: OMol25
Level of theory: the ωB97M-V functional and the def2-TZVPD basis

Results
Maximum force: 0.82 eV/A
Molar mass: 317.86 g mol⁻¹
Highest occupied orbital energy: -9.733 eV
SMILES: ClC(Cl)Cl.ClC(Cl)Cl.c1ccncc1
LUMO level: 0.0181 hartree
DFT total energy: -3086.81902 Eh
Gap between HOMO and LUMO: 10.2 eV
ΔE to the lowest compared entry with this formula, charge and spin: 0.000 eV

```
! RIJCOSX wB97M-V def2-TZVPD def2/J DEFGRID3
* xyz 0 1
N -0.64074 -1.71547 3.60128
C -0.28777 -0.98563 2.55632
C 0.50726 -1.45813 1.51973
C 0.97102 -2.76276 1.59834
C 0.58978 -3.54985 2.67294
C -0.16762 -2.95452 3.66853
H -0.65533 0.03601 2.51431
H 0.78586 -0.87696 0.65266
H 1.57155 -3.15859 0.78821
H 0.75089 -4.61931 2.69218
H -0.39776 -3.47658 4.59166
C 1.32931 4.16566 -2.97446
Cl 2.53442 5.37813 -3.45714
Cl 0.61877 4.56032 -1.41895
Cl 2.04906 2.56455 -2.97930
H 0.53860 4.21409 -3.71103
C -2.11543 0.90857 -2.40262
Cl -0.64852 0.27062 -1.63866
Cl -2.49530 0.00601 -3.85170
Cl -1.93350 2.62892 -2.75405
H -2.90455 0.82491 -1.66825
*
```

***

Formula: C7H7ClFO4S
Source: OMol25
Level of theory: the ωB97M-V functional and the def2-TZVPD basis

Results
Maximum force: 3.22 eV/A
Molar mass: 241.65 g mol⁻¹
Highest occupied orbital energy: -5.155 eV
SMILES: CO/C(Cl)=C(F)/C=C\C=C\S(=O)(=O)[O-]
LUMO level: 0.1123 hartree
DFT total energy: -1530.09702 Eh
Gap between HOMO and LUMO: 8.2 eV
ΔE to the lowest compared entry with this formula, charge and spin: 0.113 eV

```
! RIJCOSX wB97M-V def2-TZVPD def2/J DEFGRID3
* xyz -1 1
C -0.70289 -2.12359 -0.53532
C -0.66170 -1.71718 -1.80795
C -0.29650 -1.19649 0.58484
C 0.09877 -0.49731 -2.14122
C 0.38323 -1.44880 1.70859
C -0.21626 0.70786 -1.73332
C 0.49482 2.64792 -0.64858
O 0.74752 1.06229 2.02127
O -1.24813 0.07821 2.94073
O 0.88156 -0.38195 4.00778
O 0.54799 1.83943 -1.79717
F 1.28285 -0.69943 -2.79257
S 0.17144 -0.08031 2.77197
Cl -1.80792 1.10002 -1.20406
H -0.99580 -3.18509 -0.30163
H -0.53266 -2.39574 -2.61661
H -0.54515 -0.14673 0.59450
H 0.91529 -2.27025 2.14639
H -0.34548 3.38093 -0.80387
H 1.44933 3.27204 -0.59979
H 0.37971 2.05417 0.20601
*
```

***

- What is the DFT total energy in the first record?
  -1685.92496 Eh

***

- Number 1 is which compound?
  C7H7Cl2NO2Si

***

- The highest maximum force belongs to which entry?
  C7H7Cl2NO2Si

***

- What is the molar mass in the third record?
  241.65 g mol⁻¹